Formula: C20H32N4O2
Source: OMol25
Level of theory: ωB97M-V/def2-TZVPD

Structure (XYZ):
```
58
C20H32N4O2 (ωB97M-V/def2-TZVPD)
C 1.057 0.418 0.833
N 3.067 -4.622 1.496
H 0.186 2.610 2.581
H 2.585 3.525 0.965
N 1.291 -0.740 0.168
H 3.281 -0.908 -0.519
H -2.737 2.021 -3.523
C 2.686 -2.661 2.209
C 0.987 2.294 -0.833
H -4.660 0.449 -3.487
H 3.520 -5.520 1.461
H -5.168 0.548 -1.069
H 1.611 3.072 -1.304
H 2.150 -0.153 -1.664
C -2.027 1.560 -1.533
C 1.745 -2.912 1.179
H 2.075 -1.888 -1.356
H 0.102 -2.436 -0.102
H 0.783 4.251 2.370
H 0.036 -1.671 1.502
C -3.146 1.679 -2.568
H -3.867 2.425 -2.228
H 2.505 2.308 2.242
H 3.385 -1.644 3.924
H -3.302 1.800 0.179
H 1.861 -1.007 3.260
H 2.766 1.366 -0.064
H -1.798 0.956 0.530
H -2.053 3.650 -0.992
O 0.287 0.458 1.775
H 0.752 1.550 -1.599
C -1.331 2.917 -1.361
N -0.257 2.875 -0.390
C -0.430 3.492 0.806
H 0.924 -5.916 0.158
C 0.637 3.297 1.861
H 3.390 -0.668 2.452
H -1.298 0.824 -1.897
C -3.303 -0.278 -0.394
C 2.029 -4.192 0.741
C 2.253 -0.917 -0.895
N 3.470 -3.708 2.381
C 0.701 -1.968 0.686
C 1.782 1.658 0.311
H -4.904 -1.125 -1.570
H -3.713 -0.614 0.560
H -2.578 -1.027 -0.726
H -0.935 3.263 -2.323
C 2.836 -1.422 3.014
C -2.597 1.061 -0.206
C 1.412 -5.056 -0.300
H 0.667 -4.501 -0.862
C -4.416 -0.158 -1.429
O -1.434 4.133 1.054
H -3.146 -0.394 -3.149
C 1.969 2.728 1.389
C -3.855 0.341 -2.757
H 2.170 -5.424 -0.991
```

Calculated values
gap between HOMO and LUMO	9.33	eV
energy relative to the best compared isomer or geometry (same formula, charge and spin)	1.33	kcal per mole
LUMO	0.449	eV
electronic energy	-1150.858338	Eh